Record 1
The following is a quantum chemistry calculation of one molecule with the formula C5H12N2O, from the Open Molecules 2025 dataset.

Calculated total energy   -10406.2896 eV
M   116.2 Da
Relative energy (zero: lowest compared OMol25 entry of this formula, charge and spin)   49.2 kcal per mole
Orbital gap   9.9 eV
SMILES   C[C@H](C=O)NCCN
E_HOMO   -8.90 eV

```
20
Properties=species:S:1:pos:R:3:forces:R:3
C 2.0801 1.0522 1.0762 1.0 -0.9 0.0
C 0.9444 0.5723 0.1779 -0.4 1.1 0.0
C 0.3524 1.8671 -0.4214 -0.5 -0.2 0.1
O 0.9549 2.7351 -0.9828 0.3 -0.1 -0.1
N -0.0829 -0.1619 0.9051 0.6 0.3 -0.2
C -0.3701 -1.4912 0.3986 -0.6 0.0 0.5
C -1.1612 -1.5550 -0.9351 0.5 0.5 0.6
N -2.2223 -0.5865 -1.0343 -0.2 -0.8 0.3
H 2.4800 0.2499 1.6986 -0.3 -0.2 0.0
H 2.9509 1.3797 0.5035 -0.3 0.4 -0.1
H 1.7525 1.8206 1.7590 -0.1 0.4 0.1
H 1.3063 0.0090 -0.6818 0.2 -0.2 0.0
H -0.7515 1.9827 -0.2548 0.2 -0.1 0.0
H -0.9146 0.4166 0.9444 -0.2 -0.3 0.0
H -0.9217 -1.9873 1.2015 -0.2 -0.2 -0.1
H 0.5663 -2.0466 0.3103 0.0 0.0 -0.1
H -1.5226 -2.5780 -1.0606 0.0 0.0 -0.2
H -0.4389 -1.3257 -1.7029 0.1 -0.1 -0.6
H -2.1529 0.1952 -1.6506 0.0 0.2 0.1
H -2.8490 -0.5480 -0.2510 -0.1 0.4 -0.2
```
Positions in Å, forces in eV/Å.



Record 2
The following is a quantum chemistry calculation of a 2-piece molecular cluster, C6H16 overall, from the Open Molecules 2025 dataset.

Calculated total energy   -6481.0896 eV
M   88.2 Da
Relative energy (zero: lowest compared OMol25 entry of this formula, charge and spin)   13.1 kcal per mole
Orbital gap   12.4 eV
SMILES   CCC.CCC
E_HOMO   -11.27 eV

```
22
Properties=species:S:1:pos:R:3:forces:R:3
C -0.7329 0.9012 2.0512 0.8 0.4 1.1
C -1.1869 -0.3422 1.3322 -1.4 -0.4 -0.5
C -2.2346 0.0533 0.2578 0.8 1.0 0.1
H -1.5326 1.3921 2.6075 -0.3 0.0 -0.3
H 0.0320 0.7448 2.8231 -0.1 -0.5 -0.1
H -0.2636 1.6436 1.4088 -0.2 0.0 -0.4
H -0.3791 -0.9306 0.9075 0.1 0.2 0.0
H -1.7462 -1.0104 1.9960 0.5 0.0 0.3
H -1.9157 1.0186 -0.1540 -0.1 -0.1 -0.1
H -2.3464 -0.5988 -0.6044 -0.1 -0.4 0.3
H -3.1812 0.2711 0.7525 -0.2 -0.3 -0.2
C 1.4934 -1.5295 -0.8536 -1.0 0.1 0.3
C 2.0089 -0.1148 -1.1516 -0.3 0.0 -0.1
C 0.9367 0.8704 -1.6081 -0.6 -0.7 0.2
H 1.6990 -1.8765 0.1622 0.8 -0.2 -0.3
H 1.8088 -2.1910 -1.6508 0.3 -0.5 0.3
H 0.4019 -1.6328 -0.8259 0.0 0.5 -0.5
H 2.5509 0.2847 -0.2934 0.0 0.0 -0.1
H 2.7026 -0.2101 -1.9786 0.5 0.1 0.0
H 0.2886 0.4005 -2.3566 0.3 0.1 -0.2
H 0.2327 1.0788 -0.7996 0.3 0.4 0.1
H 1.3639 1.7776 -2.0223 -0.1 0.2 0.1
```
Positions in Å, forces in eV/Å.



Record 3
The following is a quantum chemistry calculation of C37H26BrLaN8O10Se as an isolated structure, from the Open Molecules 2025 dataset.

Calculated total energy   -207439.7324 eV
M   1040.4 Da
Relative energy (zero: lowest compared OMol25 entry of this formula, charge and spin)   21.4 kcal per mole
Orbital gap   5.8 eV
E_HOMO   -7.13 eV

```
84
Properties=species:S:1:pos:R:3:forces:R:3
La -0.5869 0.2773 -0.1927 0.0 1.0 -0.4
O 8.0018 0.6953 -0.5468 -0.1 0.1 -0.1
C 7.0239 0.2087 0.2544 0.1 0.2 0.2
O 7.2992 -0.4813 1.1912 -0.1 -0.1 -0.1
C 5.6299 0.6405 -0.0920 0.1 0.0 0.0
C 4.6317 -0.3151 -0.2364 0.0 -0.1 0.0
C 3.3346 0.0690 -0.5208 0.0 -0.1 0.0
C 3.0277 1.4187 -0.6474 -0.3 0.1 0.1
C 4.0156 2.3794 -0.4853 0.1 0.1 0.1
C 5.3204 1.9895 -0.2185 0.0 0.0 -0.1
N 1.6659 1.7905 -0.8882 0.2 0.0 0.2
C 1.4602 2.6215 -1.8163 -0.2 0.2 -0.3
C 0.1059 3.0433 -2.2463 0.2 -0.1 0.1
C -0.0134 4.1070 -3.1231 0.0 0.1 -0.1
C -1.2741 4.4823 -3.5616 0.1 0.1 0.0
C -2.3702 3.7769 -3.1053 -0.1 0.0 0.0
C -2.1563 2.7254 -2.2291 0.1 0.0 0.0
N -0.9526 2.3552 -1.8050 0.0 0.4 -0.4
H 7.6011 1.1666 -1.2890 0.1 0.0 0.0
H 4.8711 -1.3646 -0.1197 0.0 0.0 0.0
H 2.5584 -0.6720 -0.6564 0.0 0.0 0.0
H 3.7603 3.4329 -0.5279 0.0 -0.1 0.0
H 6.0890 2.7415 -0.0752 0.0 0.0 0.0
H 2.2803 3.0284 -2.4095 0.1 0.0 0.0
H 0.8760 4.6213 -3.4653 0.0 0.0 0.0
H -1.3937 5.3039 -4.2558 0.0 0.0 0.0
H -3.3750 4.0183 -3.4272 0.1 0.0 0.0
H -2.9972 2.1601 -1.8514 0.0 0.0 0.0
C -1.7219 4.6388 1.8419 0.0 0.1 0.1
C -1.6157 3.1425 1.9706 0.1 0.1 -0.1
O -1.4632 2.4366 0.9748 -0.2 0.0 0.0
N -1.7266 2.6373 3.2067 0.0 0.0 0.0
C -1.7184 1.2065 3.4818 0.1 0.1 0.0
C -0.3245 0.6245 3.5562 -0.1 0.2 -0.1
C 0.0983 -0.0494 4.6873 0.0 0.0 0.1
C 1.4075 -0.5053 4.7521 0.0 0.0 0.1
C 2.2529 -0.2401 3.6945 0.1 0.0 0.0
C 1.7377 0.4249 2.5959 -0.1 0.0 -0.1
N 0.4691 0.8322 2.4972 0.3 -0.1 0.2
H -1.2191 4.9528 0.9305 0.0 0.0 0.0
H -1.2883 5.1565 2.6986 0.0 0.0 0.0
H -2.7763 4.9134 1.7689 0.0 0.0 0.0
H -1.7729 3.2799 3.9776 0.0 0.0 0.0
H -2.2894 0.7048 2.7074 0.0 0.0 -0.1
H -2.2318 1.0495 4.4267 -0.1 0.0 0.1
H -0.5891 -0.2059 5.5105 0.0 0.0 0.0
H 1.7585 -1.0534 5.6178 0.0 0.0 0.0
H 3.2828 -0.5733 3.6892 -0.1 0.0 0.0
H 2.3723 0.6143 1.7384 -0.1 0.0 0.1
O -0.3676 -1.6000 -6.6399 0.0 0.1 -0.2
C -0.4977 -1.1613 -5.5325 0.0 -0.1 0.2
C -1.7739 -1.1442 -4.6849 0.0 0.2 0.0
O -2.9184 -1.2612 -5.0740 0.0 -0.1 0.0
C -1.3088 -0.8787 -3.3315 -0.5 -0.2 0.2
C 0.0366 -0.5683 -3.2890 0.5 -0.1 0.0
O 0.6432 -0.2828 -2.1917 0.1 0.1 -0.2
C 0.6000 -0.5537 -4.6493 -0.3 0.1 0.1
O 1.6521 -0.0835 -5.0176 0.2 -0.1 0.0
O -2.0205 -0.8661 -2.2353 0.5 0.3 0.1
Se -4.1921 -0.2868 -1.3766 -0.4 0.2 0.0
N -4.8968 -1.7372 -0.7758 0.2 -0.1 0.2
C -4.1752 -2.0856 0.3164 0.0 -0.1 0.0
C -4.3046 -3.2681 1.0671 0.0 0.0 0.0
C -3.4524 -3.4467 2.1248 0.0 0.0 0.0
C -2.4752 -2.4710 2.4202 0.1 0.0 -0.1
N -2.3257 -1.3492 1.7454 -0.1 0.0 0.1
C -3.1796 -1.1540 0.7210 -0.3 0.0 -0.1
N -3.0803 -0.0363 -0.0355 -1.0 -0.4 0.0
H -5.0384 -4.0130 0.7885 0.0 0.0 0.0
H -3.4978 -4.3469 2.7242 0.0 0.1 0.0
H -1.7661 -2.6374 3.2252 0.0 0.0 0.0
Br -2.9226 -4.4514 -2.4824 -0.1 0.0 -0.1
C -1.7481 -4.6491 -1.0229 0.0 0.0 0.0
C -1.6101 -5.8834 -0.4080 0.1 -0.1 0.2
N -0.7969 -6.0828 0.6302 0.0 0.1 -0.1
C -0.0932 -5.0413 1.0764 -0.1 -0.2 0.0
C -0.1815 -3.7690 0.5272 0.0 0.0 0.0
C -1.0316 -3.5698 -0.5501 0.1 0.1 0.1
C 0.6155 -2.6468 1.1358 0.0 0.4 -0.1
O 1.3405 -2.8641 2.0868 0.1 0.1 0.1
O 0.4341 -1.4755 0.5823 1.0 -2.1 0.7
H -2.1783 -6.7362 -0.7637 0.0 0.0 0.0
H 0.5699 -5.2117 1.9160 0.0 0.0 0.0
H -1.1334 -2.5943 -1.0049 0.0 0.0 -0.2
```
Positions in Å, forces in eV/Å.



Record 4
The following is a quantum chemistry calculation of one molecule with the formula BrCl3P2, from the Open Molecules 2025 dataset.

Calculated total energy   -126189.7356 eV
M   248.2 Da
Relative energy (zero: lowest compared OMol25 entry of this formula, charge and spin)   2.8 kcal per mole
Orbital gap   9.0 eV
SMILES   ClP(Cl)#P(Cl)Br
E_HOMO   -9.56 eV

```
6
Properties=species:S:1:pos:R:3:forces:R:3
Cl 1.4089 1.5405 -0.2784 0.5 0.3 -0.8
P -0.5078 1.0166 0.1958 -0.1 0.2 -0.1
Cl -0.1688 1.2219 2.1982 -0.5 -0.4 0.4
P 0.1081 -1.1192 -0.0827 -1.0 -1.1 1.2
Cl -0.1158 -1.2732 -2.0616 0.2 0.4 -1.0
Br -1.9252 -2.1775 0.3704 0.8 0.6 0.2
```
Positions in Å, forces in eV/Å.



We obtain max |F| values of 1.350, 1.497, 2.404, 1.894 eV/Å for the records listed above, in that order.